A cluster of 7 separate species, C5H24FN11O5 in total at a distorted geometry. Source: the Open Molecules 2025 dataset; level of theory: ωB97M-V/def2-TZVPD.

Results
Largest force on an atom = 8.6 eV Å⁻¹
Gap between HOMO and LUMO (spin up / spin down) = 8.197 / 3.267 eV
HOMO (spin up / spin down) = -0.42163 / -0.42162 Eh
ΔE to the lowest compared entry with this formula, charge and spin = 2.4 kcal per mole
M = 337.32 g/mol
<S²> = 0.753
E = -34914.77415 eV

```
! wB97M-V def2-TZVPD RIJCOSX def2/J DEFGRID3
* xyz 1 2
N -0.883 -0.196 3.520
H -0.950 0.656 4.058
H -0.373 0.034 2.679
H -1.764 -0.578 3.208
H -0.342 -0.808 4.115
F 0.018 -0.176 0.583
C 2.293 1.113 -2.912
O 3.068 1.608 -3.716
N 1.448 0.123 -3.187
N 2.060 1.622 -1.740
H 0.924 -0.408 -2.506
H 1.430 -0.239 -4.130
H 1.717 1.003 -1.020
H 2.457 2.507 -1.457
C -2.341 2.077 -0.361
O -3.198 2.909 -0.639
N -2.230 1.512 0.797
N -1.552 1.639 -1.206
H -1.581 0.740 0.755
H -2.935 1.638 1.509
H -1.014 0.857 -0.860
H -1.710 1.894 -2.170
C 0.675 2.911 3.173
O 0.086 2.252 4.055
N 0.763 2.719 1.885
N 1.357 3.923 3.425
H 1.131 3.478 1.329
H 0.445 1.941 1.325
H 1.434 4.284 4.365
H 1.788 4.473 2.696
C 1.732 -3.385 0.520
O 2.176 -4.553 0.565
N 0.589 -3.057 0.016
N 2.331 -2.417 1.084
H -0.069 -3.643 -0.477
H 0.373 -2.085 0.183
H 1.980 -1.471 1.034
H 3.205 -2.428 1.590
C -1.815 -3.223 -2.375
O -1.436 -4.102 -1.635
N -1.735 -1.931 -2.079
N -2.056 -3.451 -3.653
H -2.027 -1.267 -2.782
H -1.491 -1.496 -1.201
H -2.190 -2.673 -4.283
H -1.788 -4.325 -4.082
*
```

Results of the natural (NBO) charge analysis, in e, for atoms 1 through 2:
1 N -0.872
2 H 0.489

***

A cluster of 6 separate species, C5H24N2O6 in total. Source: the Open Molecules 2025 dataset; level of theory: ωB97M-V/def2-TZVPD.

Results
Largest force on an atom = 0.8 eV Å⁻¹
Gap between HOMO and LUMO = 10.076 eV
HOMO = -0.34791 Eh
ΔE to the lowest compared entry with this formula, charge and spin = 5.6 kcal per mole
M = 208.25 g/mol
SMILES = NCCNCCCO.O.O.O.O.O
E = -20840.36326 eV

```
! wB97M-V def2-TZVPD RIJCOSX def2/J DEFGRID3
* xyz 0 1
N 0.477 -1.740 1.028
C 0.372 -1.831 -0.442
C 1.458 -1.092 -1.225
N 1.365 0.365 -1.083
C 0.046 0.933 -1.480
C -0.754 1.354 -0.252
C -2.240 1.563 -0.532
O -2.969 0.333 -0.616
H 1.124 -2.432 1.384
H 0.781 -0.822 1.330
H 0.369 -2.894 -0.721
H -0.609 -1.421 -0.690
H 2.446 -1.422 -0.867
H 1.403 -1.419 -2.278
H 2.088 0.828 -1.616
H -0.530 0.216 -2.067
H 0.243 1.775 -2.140
H -0.364 2.291 0.167
H -0.638 0.617 0.541
H -2.403 2.037 -1.499
H -2.711 2.171 0.255
H -2.806 -0.227 0.181
O 1.975 2.498 1.223
H 2.867 2.200 1.399
H 1.747 2.011 0.412
O 1.079 0.578 2.838
H 1.285 1.382 2.299
H 0.572 0.829 3.617
O -2.511 -1.444 1.369
H -2.861 -2.302 1.085
H -1.540 -1.591 1.445
O -2.347 -1.341 -2.674
H -2.597 -0.736 -1.935
H -3.137 -1.466 -3.184
O 3.504 0.154 1.574
H 2.888 0.108 2.326
H 2.927 -0.061 0.826
*
```

Results of the natural (NBO) charge analysis, in e, for atoms 1 through 2:
1 N -0.890
2 C -0.244

***

A cluster of 7 separate species, C5H25N3O6 in total at a distorted geometry. Source: the Open Molecules 2025 dataset; level of theory: ωB97M-V/def2-TZVPD.

Results
Largest force on an atom = 1.8 eV Å⁻¹
Gap between HOMO and LUMO = 8.455 eV
HOMO = -0.30061 Eh
ΔE to the lowest compared entry with this formula, charge and spin = 0.0 kcal per mole
M = 223.27 g/mol
SMILES = C[C@H](N)C/C(N)=C/N.O.O.O.O.O.O
E = -22345.81485 eV

```
! wB97M-V def2-TZVPD RIJCOSX def2/J DEFGRID3
* xyz 0 1
C 2.710 0.783 1.149
C 1.350 0.090 1.106
N 1.430 -1.375 0.978
C 0.476 0.757 0.034
C -1.010 0.647 0.233
N -1.454 1.178 1.425
C -1.812 0.135 -0.711
N -3.187 -0.191 -0.387
H 3.397 0.239 1.798
H 2.589 1.814 1.478
H 3.114 0.847 0.139
H 0.801 0.256 2.035
H 2.306 -1.637 1.407
H 1.446 -1.741 0.036
H 0.823 0.519 -0.978
H 0.718 1.814 -0.114
H -0.830 1.063 2.205
H -2.397 0.923 1.670
H -1.439 -0.284 -1.635
H -3.289 -1.198 -0.323
H -3.824 0.140 -1.097
O 0.114 -2.574 -1.454
H 0.757 -1.981 -1.875
H -0.227 -3.346 -1.910
O 0.220 0.929 -3.123
H 0.574 1.811 -2.949
H -0.698 0.906 -2.840
O -1.356 -1.575 2.102
H -2.077 -1.484 1.475
H -0.542 -1.814 1.620
O 1.885 -1.189 -3.029
H 1.116 -0.581 -3.088
H 2.095 -1.501 -3.913
O -0.920 -0.982 4.748
H -0.018 -0.733 4.533
H -1.356 -1.306 3.939
O -0.153 3.344 -1.650
H -0.914 3.063 -1.117
H -0.419 4.232 -1.915
*
```

Results of the natural (NBO) charge analysis, in e, for atoms 1 through 2:
1 C -0.614
2 C -0.036

***

A cluster of 8 separate species, C5H25N3O7 in total at a distorted geometry. Source: the Open Molecules 2025 dataset; level of theory: ωB97M-V/def2-TZVPD.

Results
Largest force on an atom = 7.2 eV Å⁻¹
Gap between HOMO and LUMO (spin up / spin down) = 9.001 / 4.305 eV
HOMO (spin up / spin down) = -0.70907 / -0.70874 Eh
M = 239.27 g/mol
<S²> = 0.757
E = -24360.30237 eV

```
! wB97M-V def2-TZVPD RIJCOSX def2/J DEFGRID3
* xyz 3 2
C 1.012 2.838 0.837
C 1.289 2.717 -0.649
C 0.622 1.665 -1.280
C -0.506 1.522 -1.948
N -0.765 0.147 -2.179
C 0.287 -0.589 -1.737
N 1.173 0.372 -1.190
N 1.074 1.444 1.669
H 1.690 3.457 1.506
H -0.115 3.185 0.895
H 1.126 3.705 -1.005
H 2.433 2.657 -0.778
H -1.144 2.283 -2.254
H -1.753 -0.458 -2.472
H 0.304 -1.714 -1.745
H 1.984 0.321 -0.520
H 1.658 1.519 2.455
H 0.140 1.183 2.063
H 1.449 0.754 1.090
H -2.119 1.322 2.572
H -1.722 0.177 1.650
O -1.501 1.012 1.987
H -0.110 -1.699 1.090
H 1.397 -1.554 1.607
O 0.714 -1.219 0.952
H 3.461 -2.740 0.678
H 3.859 -1.732 1.597
O 3.029 -2.210 1.350
H -4.167 -2.298 -0.226
H -3.162 -3.475 -0.290
O -3.354 -2.612 -0.178
H -2.879 -1.980 -1.729
H -3.204 -1.693 -3.223
O -2.981 -1.314 -2.364
H 1.667 -1.312 -4.134
H 1.505 -2.569 -3.609
O 1.248 -1.715 -3.323
H -1.876 -0.258 4.039
H -0.505 0.453 4.659
O -1.254 0.408 4.135
*
```

Results of the natural (NBO) charge analysis, in e, for atoms 1 through 2:
1 C -0.202
2 C -0.563